No. 1
Entry from the OMol25 dataset: a 2-piece molecular cluster, C4H12OS overall (the ωB97M-V functional and the def2-TZVPD basis).

For the largest force on an atom, the calculation gives 0.0246 hartree/bohr. For the HOMO-LUMO gap (alpha / beta), the calculation gives 2.3 / 8.4 eV. As for the expectation value of S²: 0.751. The calculation puts the energy relative to the best compared isomer or geometry (same formula, charge and spin) at 11.0 kcal per mole. Its net charge is -1. As for the spin multiplicity: 2.

Positions of all 18 atoms, in Å:
C1 2.237 0.388 -1.394
C2 1.787 1.830 -1.522
S1 -0.005 1.974 -1.121
H1 2.027 0.022 -0.390
H2 1.632 -0.251 -2.039
H3 3.286 0.330 -1.682
H4 1.877 2.204 -2.526
H5 2.293 2.519 -0.844
H6 -0.005 3.199 -0.506
C3 -1.740 -1.636 1.976
O1 -3.148 -1.678 1.983
C4 -1.105 -1.080 0.697
H7 -1.349 -2.627 2.236
H8 -1.462 -0.977 2.802
H9 -3.508 -1.567 1.100
H10 -0.210 -1.657 0.476
H11 -0.795 -0.046 0.862
H12 -1.813 -0.948 -0.109

=====

No. 2
Entry from the OMol25 dataset: a 2-piece molecular cluster, C4H12OS overall (the ωB97M-V functional and the def2-TZVPD basis).

For the largest force on an atom, the calculation gives 0.0531 hartree/bohr. For the HOMO-LUMO gap (alpha / beta), the calculation gives 2.7 / 9.1 eV. As for the expectation value of S²: 0.750. The calculation puts the energy relative to the best compared isomer or geometry (same formula, charge and spin) at 1.5 kcal per mole. Its net charge is -1. As for the spin multiplicity: 2.

Positions of all 18 atoms, in Å:
C1 2.049 0.710 0.224
C2 0.653 0.998 -0.273
C3 -0.357 0.545 0.836
C4 -1.751 0.495 0.229
S1 -2.927 -0.820 0.658
H1 2.746 1.112 -0.499
H2 2.240 1.378 1.077
H3 2.320 -0.289 0.496
H4 0.529 0.444 -1.216
H5 0.437 2.057 -0.494
H6 -0.137 1.253 1.634
H7 -0.040 -0.443 1.209
H8 -1.853 0.711 -0.846
H9 -2.232 1.412 0.629
H10 -2.531 -1.631 -0.341
H11 -0.528 -2.748 -1.049
H12 1.039 -2.932 -1.140
O1 0.346 -2.252 -1.134

=====

No. 3
Entry from the OMol25 dataset: a 2-piece molecular cluster, C4H12OS overall (the ωB97M-V functional and the def2-TZVPD basis).

For the largest force on an atom, the calculation gives 0.0167 hartree/bohr. For the HOMO-LUMO gap, the calculation gives 9.8 eV. The calculation puts the energy relative to the best compared isomer or geometry (same formula, charge and spin) at 7.3 kcal per mole. Its net charge is 0. The SMILES is CCCCS.O.

Positions of all 18 atoms, in Å:
C1 1.480 1.758 -1.179
C2 1.080 0.285 -1.084
C3 -0.177 0.088 -0.265
C4 0.035 0.425 1.198
S1 -1.473 0.853 2.094
H1 0.572 2.381 -1.122
H2 2.003 2.017 -2.092
H3 2.075 2.045 -0.316
H4 0.949 -0.124 -2.089
H5 1.882 -0.283 -0.605
H6 -0.989 0.710 -0.629
H7 -0.500 -0.951 -0.331
H8 0.516 -0.398 1.741
H9 0.649 1.323 1.303
H10 -2.127 -0.312 1.956
O1 -2.108 -3.412 0.135
H11 -2.085 -3.885 0.983
H12 -1.783 -2.522 0.302

=====

What did the third record say?
Entry from the OMol25 dataset: a 2-piece molecular cluster, C4H12OS overall (the ωB97M-V functional and the def2-TZVPD basis).

For the largest force on an atom, the calculation gives 0.0167 hartree/bohr. For the HOMO-LUMO gap, the calculation gives 9.8 eV. The calculation puts the energy relative to the best compared isomer or geometry (same formula, charge and spin) at 7.3 kcal per mole. Its net charge is 0. The SMILES is CCCCS.O.

Positions of all 18 atoms, in Å:
C1 1.480 1.758 -1.179
C2 1.080 0.285 -1.084
C3 -0.177 0.088 -0.265
C4 0.035 0.425 1.198
S1 -1.473 0.853 2.094
H1 0.572 2.381 -1.122
H2 2.003 2.017 -2.092
H3 2.075 2.045 -0.316
H4 0.949 -0.124 -2.089
H5 1.882 -0.283 -0.605
H6 -0.989 0.710 -0.629
H7 -0.500 -0.951 -0.331
H8 0.516 -0.398 1.741
H9 0.649 1.323 1.303
H10 -2.127 -0.312 1.956
O1 -2.108 -3.412 0.135
H11 -2.085 -3.885 0.983
H12 -1.783 -2.522 0.302

=====

Which formula does entry 1 have?
C4H12OS

=====

What is the energy relative to the best compared isomer or geometry (same formula, charge and spin) in the third record?
7.3 kcal per mole